Entry 1:
4 unconnected molecules or ions with the total composition C46H31N4O7, computed with ωB97M-V/def2-TZVPD.

Properties
- LUMO energy: -3.2 eV
- E_HOMO: -11.37 eV
- DFT total energy: -2516.99930 hartree
- Total charge: +1

Last column: Mulliken charge in e.
Positions of all 88 atoms, in Å:
O 6.9274 -0.0943 -0.6430  -0.66
O 3.5141 3.8217 -1.9199  -0.68
O -2.4547 -2.8414 6.5095  -0.65
O -0.3696 2.2175 -0.5280  -0.60
O -0.9620 -3.5097 1.4195  -0.73
O -5.3327 3.9045 0.5194  -0.65
O 0.7197 -5.0878 -5.9994  -0.26
N -1.1394 -2.5326 -5.6572  0.26
N 0.6994 -1.9370 -4.3969  -0.50
N -1.5009 -1.5210 -3.6382  -0.13
N -0.3104 -3.0618 -6.6691  -0.74
C -1.1287 6.3317 -0.6591  -0.70
C -2.5412 -2.4895 -3.2452  -0.31
C 8.0132 2.2668 -1.6791  -0.59
C -0.4926 -2.5324 3.5032  0.01
C -4.9481 -5.0635 3.9970  -0.46
C -4.8115 1.1713 0.8098  -0.73
C 4.6996 0.6623 -0.6453  0.02
C 1.9926 0.3892 -0.0937  0.10
C -2.1295 -2.9728 5.3506  0.52
C -0.1183 -1.5436 5.6670  -0.72
C 4.2947 2.9467 -1.6054  0.73
C -2.9662 -3.7720 4.4088  0.22
C -2.2667 -3.4328 -2.3790  -0.64
C -3.4247 5.8527 -0.1167  -0.76
C 7.5912 4.4441 -2.6107  -0.53
C -0.6457 -2.0123 -4.5707  0.74
C -1.3185 -3.3414 2.5739  0.56
C 3.8106 1.6923 -0.9621  -0.04
C 5.7553 3.0997 -1.8444  0.04
C 2.8745 -0.6441 0.2057  -0.59
C 8.4828 3.4448 -2.2345  -0.47
C 1.0454 -0.9601 5.1926  -0.52
C -4.5851 -5.2001 2.6610  -0.72
C -1.8220 4.0604 -0.3042  0.26
C -3.1250 4.4992 -0.0481  0.31
C 2.4564 1.5541 -0.6809  -0.56
C -4.1987 3.5328 0.3121  0.58
C 4.2259 -0.5095 -0.0687  -0.90
C -4.1415 -4.3508 4.8683  -0.60
C 0.6843 -1.9597 3.0366  -0.63
C -3.2136 -0.6122 0.5754  -0.72
C 6.2313 4.2729 -2.4159  -0.51
C 6.6495 2.0865 -1.4867  0.12
C -3.8432 2.0877 0.4167  0.42
C -2.4288 6.7661 -0.4215  -0.48
C 0.1139 -4.1945 -6.3776  0.71
C 1.4516 -1.1745 3.8787  -0.43
C -2.2465 0.2973 0.1919  -0.22
C -0.8888 -2.3363 4.8266  0.42
C -0.8258 4.9821 -0.6052  -0.33
C 6.1601 0.8078 -0.9047  0.61
C -3.4064 -4.6381 2.2012  -0.41
C -2.5533 1.6505 0.1186  0.61
C -2.5893 -3.9277 3.0726  0.17
C -1.4890 2.6160 -0.2628  0.02
C -4.4967 -0.1752 0.8929  -0.74
H -1.2480 -0.0419 -0.0483  0.21
H -0.3519 7.0485 -0.8884  0.45
H -4.4343 6.1900 0.0721  0.48
H 2.3663 -0.7253 3.5133  0.51
H 0.9488 -1.2908 -3.6597  0.23
H 0.9410 0.2883 0.1308  0.27
H -5.8080 1.5141 1.0516  0.50
H 1.1220 -2.8488 -4.2620  0.29
H -1.4293 -3.4193 -1.6942  0.21
H -2.9365 -4.2762 -2.3255  0.30
H 9.5458 3.5862 -2.3772  0.41
H -3.1193 -4.7488 1.1645  0.53
H -5.2501 -0.8871 1.2039  0.48
H 0.9964 -2.1272 2.0169  0.60
H -2.1371 -2.5656 -5.8043  0.25
H -0.4308 -1.3819 6.6892  0.49
H 2.5053 -1.5556 0.6571  0.70
H -4.4248 -4.2392 5.9057  0.50
H -2.6637 7.8208 -0.4709  0.40
H 7.9605 5.3602 -3.0521  0.41
H -0.9547 -1.2658 -2.8238  0.11
H 5.5377 5.0508 -2.7030  0.48
H 0.1847 4.6450 -0.7936  0.60
H -5.2230 -5.7483 1.9804  0.42
H 4.9147 -1.3092 0.1678  0.51
H 1.6416 -0.3395 5.8480  0.42
H -5.8650 -5.5108 4.3566  0.42
H -3.5125 -2.3772 -3.6933  0.46
H 8.7043 1.4871 -1.3908  0.47
H -2.9676 -1.6662 0.6344  0.61
H 1.7721 2.3511 -0.9136  0.76

---

Entry 2:
2 unconnected molecules or ions with the total composition C3H4Cl2, computed with ωB97M-V/def2-TZVPD.

Properties
- Relative energy (zero: lowest compared OMol25 entry of this formula, charge and spin): 242.0 kJ/mol
- SMILES string: ClC1=CC1.Cl
- LUMO energy: 0.7 eV
- E_HOMO: -9.46 eV
- DFT total energy: -1036.97958 hartree

Last column: natural (NBO) charge in e.
Positions of all 9 atoms, in Å:
Cl -4.2230 0.1896 -0.8488  -0.28
Cl -0.7315 1.6619 -0.4374  0.04
C 1.8853 0.2745 -0.3995  -0.20
C 0.6038 0.5593 -0.2027  -0.03
C 1.0025 -0.5847 0.5764  -0.42
H 2.9503 0.4561 -0.5919  0.25
H 0.6300 -1.6764 0.3641  0.18
H -3.3074 -0.4713 -0.1380  0.28
H 1.1900 -0.4090 1.6777  0.18

---

Entry 3:
A molecular structure, C13H23Cl3O19S4, computed with ωB97M-V/def2-TZVPD.

Properties
- LUMO energy: -0.3 eV
- E_HOMO: -9.21 eV
- DFT total energy: -4911.23035 hartree

Last column: natural (NBO) charge in e.
Positions of all 62 atoms, in Å:
Cl -0.5247 -1.4910 2.0221  0.08
Cl -0.0118 -2.3298 -0.7571  0.09
Cl 1.5260 -0.0900 0.4289  0.11
S -2.9848 -1.0201 0.0523  2.49
S 1.2249 -2.9450 -4.7362  2.47
S -0.4353 0.3739 -2.1280  2.47
S 4.3653 -0.4594 3.1067  2.48
O -1.9811 -1.7779 0.7852  -0.91
O 0.9924 0.5565 -1.9063  -0.85
O 3.3371 -0.2761 1.7511  -0.70
O 1.0073 1.7625 4.7041  -0.47
O -2.6632 0.4444 -0.1970  -0.89
O 1.2492 -1.3165 -5.1144  -0.68
O -0.9113 1.1766 -3.5222  -0.70
O -0.1282 -3.4400 -4.7133  -0.88
O 5.1035 0.9968 2.8066  -0.65
O -1.0752 -0.9828 -2.0306  -0.90
O 2.2891 -3.6985 -5.3591  -0.86
O 1.4429 3.9021 4.1710  -0.60
O 1.6965 -2.6598 -3.1623  -0.67
O -1.3978 1.3999 -1.2492  -0.69
O 5.2781 -1.5862 3.0350  -0.84
O -4.4293 -1.2635 0.7302  -0.66
O -3.4228 -1.7773 -1.3074  -0.66
O 3.5019 -0.3957 4.2459  -0.91
O 1.5214 2.2016 2.6396  -0.53
C 4.0374 1.8187 2.3907  -0.11
C 0.9293 0.4985 4.0543  0.02
C -0.0896 -0.9424 0.3724  -0.28
C 1.6325 -1.3367 -2.8399  -0.16
C 1.3377 2.7170 3.8449  0.98
C -0.4291 -0.1623 4.3063  -0.61
C 3.3017 1.0120 1.3150  -0.15
C 1.0394 -0.5195 -3.9199  -0.07
C 0.9471 0.9181 2.5588  -0.17
C -2.4249 2.1545 -1.8854  -0.07
C -4.7199 -1.4167 -1.7004  -0.10
C -1.7931 2.3053 -3.2750  -0.09
C -5.4046 -1.3821 -0.2792  -0.11
H 1.5662 0.4222 -4.0738  0.23
H -6.0904 -0.5360 -0.2359  0.19
H -0.6888 -0.0776 5.3615  0.22
H -5.2093 -2.2018 -2.2768  0.23
H 2.2378 1.2472 1.2855  0.25
H -3.2663 1.4679 -1.9782  0.19
H -0.5875 -1.2144 4.0695  0.21
H -0.0187 -0.5149 -3.6580  0.16
H -1.2296 0.2438 3.6880  0.20
H -2.6493 3.1095 -1.4103  0.23
H -1.2559 3.2526 -3.2285  0.19
H -0.9331 -0.3108 0.0937  0.23
H -2.6078 2.3343 -3.9986  0.21
H 4.5478 2.7185 2.0472  0.22
H 3.8275 1.1521 0.3705  0.20
H 2.6071 -0.9587 -2.5308  0.18
H 1.6666 -0.3040 4.0285  0.25
H -4.7762 -0.4600 -2.2197  0.19
H -0.0279 1.0605 2.0928  0.17
H 0.9881 -1.3315 -1.9608  0.21
H -5.9818 -2.2627 0.0026  0.21
H 3.5488 2.0678 3.3327  0.21
H 1.3990 0.1270 1.9604  0.20

---

Entry 4:
C23H23F3N4O4 in the gas phase, computed with ωB97M-V/def2-TZVPD.

Properties
- Relative energy (zero: lowest compared OMol25 entry of this formula, charge and spin): 9.0 kJ/mol
- SMILES string: COCCn1c(=O)[nH]c2cc(C(=O)N3CCN(c4cccc(C(F)(F)F)c4)CC3)ccc2c1=O
- LUMO energy: 0.1 eV
- E_HOMO: -8.38 eV
- DFT total energy: -1709.92605 hartree

Last column: natural (NBO) charge in e.
Positions of all 57 atoms, in Å:
F 1.5823 -3.4893 0.8870  -0.33
F 3.5250 -4.3988 1.0168  -0.33
F 2.3900 -4.5467 -0.8038  -0.32
O 2.4417 2.2364 -1.9890  -0.61
O -5.1488 1.7905 0.1409  -0.62
O -7.0260 -2.0202 0.8598  -0.53
O -3.1550 -2.0485 -1.2542  -0.58
N 2.4727 2.3668 0.2629  -0.43
N -4.1625 -0.1347 -0.5761  -0.47
N -2.9184 1.7938 -0.1664  -0.61
N 4.2306 0.8063 1.2289  -0.44
C -5.4599 -0.7927 -0.5885  -0.26
C 0.6079 -0.1185 -1.2501  -0.23
C -4.1505 1.1875 -0.1778  0.80
C 4.4815 -0.0500 -1.0542  -0.27
C 4.8296 2.0707 0.8603  -0.23
C 3.7621 -2.2843 -1.5986  -0.23
C -1.7389 1.1819 -0.5123  0.28
C 3.1861 1.0457 2.2000  -0.22
C -8.1761 -1.2166 0.7379  -0.25
C -0.5872 -0.8034 -1.2630  -0.11
C 2.7145 -3.7094 0.1880  0.97
C -1.7703 -0.1622 -0.8974  -0.23
C 3.7627 3.0258 0.2615  -0.26
C 1.9353 1.9693 -0.9174  0.68
C 4.3394 -1.0796 -1.9630  -0.18
C 2.0501 1.8983 1.5605  -0.24
C -3.0460 -0.8877 -0.9330  0.68
C 4.0524 -0.1854 0.2729  0.26
C -0.5268 1.8676 -0.4799  -0.27
C 3.3405 -2.4307 -0.2857  -0.12
C -5.8133 -1.3196 0.8141  -0.07
C 3.4878 -1.4114 0.6401  -0.26
C 0.6405 1.2165 -0.8444  -0.07
H 3.6360 -3.0838 -2.3101  0.23
H -9.0195 -1.8528 1.0002  0.19
H 3.9877 3.2838 -0.7742  0.25
H 1.5231 -0.6003 -1.5543  0.24
H -5.8298 -0.4721 1.5170  0.17
H -5.0496 -2.0366 1.1278  0.19
H 5.6545 1.9035 0.1710  0.22
H 4.9040 0.8751 -1.4078  0.22
H 5.2483 2.5035 1.7742  0.20
H -0.6406 -1.8391 -1.5601  0.25
H -8.1351 -0.3620 1.4228  0.17
H 2.7816 0.1111 2.5786  0.22
H -2.9143 2.7680 0.1050  0.42
H 1.8215 2.7621 2.1955  0.20
H 1.1467 1.3002 1.4461  0.23
H 4.6686 -0.9318 -2.9796  0.22
H -8.3128 -0.8459 -0.2832  0.16
H -6.2005 -0.0604 -0.9145  0.22
H 3.1657 -1.5959 1.6522  0.22
H -0.5046 2.9068 -0.1851  0.22
H 3.6349 1.5808 3.0412  0.20
H -5.4080 -1.6265 -1.2905  0.24
H 3.6893 3.9447 0.8509  0.20

---

no.,molar mass (g mol⁻¹)
1,751.8
2,111.0
3,717.9
4,476.5